[1]
Computed, not measured: C16H33N2O2PPbSi as an isolated structure in a non-equilibrium geometry, with ωB97M-V with the def2-TZVPD basis set.

## Properties
Multiplicity: 1
E_tot (eV): -46616.160
Orbital gap (eV): 7.01
E_HOMO (eV): -6.7915
Total charge: 0

XYZ file:
```
56
C16H33N2O2PPbSi (ωB97M-V with the def2-TZVPD basis set)
Pb 1.418 -0.445 0.363
Si -1.666 0.059 -1.514
P -2.435 -2.082 0.266
N -0.103 -0.681 -1.428
H -0.465 -0.365 3.765
C -1.262 -2.821 1.469
H -1.748 -3.692 1.932
H -1.003 -2.083 2.242
H -0.353 -3.153 0.948
C -3.981 -2.063 1.239
H -4.235 -3.090 1.538
H -4.800 -1.646 0.634
H -3.860 -1.443 2.140
C -2.726 -3.510 -0.841
H -3.158 -4.336 -0.259
H -1.778 -3.829 -1.292
H -3.418 -3.218 -1.640
C -2.361 1.077 -0.086
H -1.554 1.411 0.582
H -3.146 0.555 0.485
H -2.826 1.954 -0.572
H -1.550 1.155 -2.538
H -2.748 -0.814 -2.073
C 0.428 -1.358 -2.508
C 2.198 -2.793 -3.423
C 1.566 -2.204 -2.324
C -0.098 -1.208 -3.818
C 0.530 -1.822 -4.910
C 1.679 -2.602 -4.711
H 3.097 -3.400 -3.264
H 1.949 -2.403 -1.317
H -0.986 -0.583 -3.962
H 0.107 -1.680 -5.909
H 2.159 -3.070 -5.569
C -0.142 0.608 3.340
O 0.134 0.664 1.955
C 1.068 1.123 4.097
H 0.946 1.068 5.183
H 1.304 2.167 3.871
H 1.982 0.570 3.859
C -1.476 1.345 3.650
H -1.869 0.891 4.575
H -2.222 1.133 2.870
H -1.408 2.432 3.850
C 4.269 3.254 -0.878
N 3.128 3.586 -0.009
C 2.961 4.955 0.474
C 2.255 2.641 0.268
O 2.405 1.488 -0.247
H 4.847 4.170 -1.013
H 3.913 2.871 -1.846
H 4.889 2.480 -0.403
H 1.979 5.344 0.155
H 2.975 4.959 1.578
H 3.777 5.553 0.070
H 1.412 2.877 0.956
```

[2]
Computed, not measured: C16H33N3O7S as an isolated structure in a non-equilibrium geometry, with ωB97M-V with the def2-TZVPD basis set.

## Properties
Multiplicity: 1
E_tot (eV): -46759.740
Orbital gap (eV): 8.30
E_HOMO (eV): -9.0703
Total charge: 0

XYZ file:
```
60
C16H33N3O7S (ωB97M-V with the def2-TZVPD basis set)
C 3.739 -0.146 2.066
C 3.960 -0.864 0.712
C 2.816 -0.640 -0.267
C 3.166 -1.191 -1.664
C 1.487 -1.182 0.188
C 0.336 -0.463 0.038
C -0.947 -0.945 0.406
C -2.177 -0.096 0.162
O -3.050 -0.040 1.283
N -2.586 0.843 2.302
O -2.590 1.954 1.953
C -1.103 -2.180 0.953
C 0.063 -2.970 1.148
N 0.054 -4.191 1.687
S 1.599 -4.670 1.667
N 2.292 -3.403 1.013
C 1.345 -2.486 0.765
H 4.066 -0.804 2.866
H 4.330 0.763 2.123
H 2.689 0.077 2.235
H 4.869 -0.469 0.261
H 4.144 -1.912 0.915
H 2.690 0.442 -0.369
H 2.415 -0.906 -2.385
H 3.222 -2.276 -1.601
H 4.142 -0.808 -1.951
H 0.388 0.533 -0.384
H -1.895 0.892 -0.207
H -2.754 -0.560 -0.634
H -2.075 -2.562 1.225
C -3.283 5.539 2.570
O -2.486 4.917 3.575
H -3.364 6.597 2.806
H -2.821 5.429 1.587
H -4.284 5.102 2.552
H -2.423 3.984 3.354
C -0.665 -2.723 -3.237
O 0.391 -1.801 -2.962
H -0.527 -3.112 -4.241
H -0.640 -3.553 -2.524
H -1.636 -2.220 -3.180
H 0.256 -1.466 -2.070
C -3.159 6.696 -1.106
O -4.408 6.688 -0.423
H -2.570 7.518 -0.707
H -2.618 5.760 -0.943
H -3.302 6.849 -2.179
H -4.927 5.961 -0.777
C -0.891 -3.700 -7.412
O -1.122 -4.222 -6.106
H -0.702 -2.634 -7.313
H -0.022 -4.174 -7.873
H -1.765 -3.849 -8.051
H -1.289 -5.164 -6.195
C 2.346 -0.614 5.980
O 2.629 0.390 5.012
H 3.293 -0.958 6.386
H 1.736 -0.212 6.794
H 1.826 -1.461 5.524
H 1.789 0.692 4.655
```

[3]
Computed, not measured: one molecule with the formula C16H34B2ClNO6, with ωB97M-V with the def2-TZVPD basis set.

## Properties
Multiplicity: 1
E_tot (eV): -44798.077
Orbital gap (eV): 9.41
E_HOMO (eV): -9.0681
SMILES: CCB(O)[C@H](C[C@H](C)Cl)OC[C@@](N)(CCCCCOC(C)=O)CB(O)O
Total charge: 0

XYZ file:
```
60
C16H34B2ClNO6 (ωB97M-V with the def2-TZVPD basis set)
C 6.256 0.846 1.421
C 4.993 0.923 0.549
B 3.767 0.094 1.100
O 3.503 0.042 2.443
C 2.750 -0.650 0.122
C 3.415 -1.559 -0.918
C 4.569 -2.401 -0.401
C 5.055 -3.407 -1.430
Cl 4.065 -3.281 1.090
O 2.077 0.440 -0.518
C 0.801 0.134 -1.074
C -0.122 1.337 -0.908
N 0.467 2.426 -1.687
C -1.482 1.038 -1.560
C -2.254 -0.151 -0.976
C -3.788 -0.016 -1.122
C -4.544 0.153 0.211
C -5.702 -0.815 0.397
O -6.867 -0.228 -0.214
C -7.997 -1.003 -0.181
C -8.717 -1.004 1.141
O -8.371 -1.583 -1.149
C -0.309 1.628 0.613
B 0.747 2.554 1.335
O 1.276 2.159 2.555
O 1.116 3.789 0.857
H 6.711 -0.143 1.355
H 6.035 1.041 2.472
H 7.001 1.576 1.102
H 4.666 1.970 0.481
H 5.223 0.621 -0.476
H 3.841 0.805 2.929
H 2.028 -1.241 0.701
H 2.674 -2.222 -1.377
H 3.802 -0.915 -1.716
H 5.407 -1.763 -0.114
H 4.348 -4.230 -1.524
H 6.022 -3.814 -1.137
H 5.183 -2.911 -2.395
H 0.920 -0.065 -2.146
H 0.374 -0.761 -0.611
H 0.002 3.303 -1.486
H 1.443 2.544 -1.447
H -1.291 0.867 -2.622
H -2.074 1.956 -1.478
H -1.943 -1.058 -1.498
H -2.019 -0.261 0.085
H -4.193 -0.878 -1.656
H -4.000 0.850 -1.751
H -4.989 1.149 0.259
H -3.871 0.041 1.064
H -5.899 -1.000 1.458
H -5.505 -1.762 -0.114
H -8.148 -1.586 1.869
H -8.814 0.013 1.520
H -9.694 -1.462 1.021
H -1.332 1.984 0.787
H -0.251 0.676 1.154
H 1.588 1.242 2.564
H 2.046 3.967 1.030
```

[4]
Computed, not measured: C16H34B3Br15FO5P as an isolated structure in a non-equilibrium geometry, with ωB97M-V with the def2-TZVPD basis set.

## Properties
Multiplicity: 1
E_tot (eV): -1092062.849
Orbital gap (eV): 8.02
E_HOMO (eV): -7.9339
Total charge: 0

XYZ file:
```
75
C16H34B3Br15FO5P (ωB97M-V with the def2-TZVPD basis set)
C 2.423 -0.955 -1.041
C 2.300 0.275 -1.940
F 2.452 -0.100 -3.279
B 0.908 0.942 -1.641
O 0.894 1.947 -0.669
B -0.199 1.756 0.147
Br -0.019 1.380 2.014
O -1.423 1.677 -0.471
B -1.378 0.582 -1.322
P -2.702 -0.799 -0.957
O -4.012 -0.530 -1.894
O -2.099 -2.228 -1.459
O -0.290 0.512 -2.192
H 1.937 -1.797 -1.532
H 1.922 -0.765 -0.089
H 3.467 -1.191 -0.848
H 3.087 0.991 -1.702
H -3.855 0.109 -2.589
H -1.184 -2.346 -1.174
Br 0.319 -4.030 0.332
C -0.557 -4.410 2.030
C -1.936 -4.982 1.831
Br -3.198 -3.606 1.300
H -0.573 -3.479 2.588
H 0.091 -5.126 2.531
H -2.309 -5.384 2.771
H -1.968 -5.755 1.070
Br 3.356 4.868 4.150
C 3.903 3.003 4.094
C 4.594 2.658 2.801
Br 3.325 2.504 1.337
H 3.007 2.412 4.252
H 4.581 2.872 4.934
H 5.074 1.686 2.880
H 5.327 3.403 2.509
Br -3.097 -1.216 3.858
C -2.810 -0.820 5.737
C -1.884 0.352 5.923
Br -0.027 -0.125 5.567
H -2.428 -1.725 6.197
H -3.792 -0.589 6.145
H -1.903 0.696 6.955
H -2.123 1.175 5.261
Br -4.802 2.560 5.185
C -3.825 3.529 3.801
C -4.446 3.335 2.447
Br -4.041 1.582 1.708
H -2.796 3.178 3.833
H -3.868 4.570 4.117
H -4.035 4.055 1.742
H -5.526 3.430 2.470
Br 2.246 -3.660 -4.262
C 3.248 -2.569 -5.518
C 2.684 -2.653 -6.909
Br 3.135 -4.335 -7.779
H 4.280 -2.900 -5.468
H 3.172 -1.552 -5.140
H 3.114 -1.877 -7.538
H 1.602 -2.576 -6.927
Br -7.227 5.746 3.491
C -6.879 6.087 5.373
C -6.005 7.297 5.565
Br -4.146 6.923 5.129
H -6.436 5.183 5.778
H -7.854 6.252 5.825
H -6.001 7.600 6.610
H -6.308 8.133 4.944
Br 6.697 -3.656 -12.018
C 6.803 -5.355 -11.080
C 6.457 -5.215 -9.622
Br 7.902 -4.394 -8.611
H 7.808 -5.734 -11.232
H 6.087 -6.007 -11.576
H 6.308 -6.193 -9.170
H 5.576 -4.605 -9.458
```

[5]
Computed, not measured: C16H34BNP2Pt as an isolated structure in a non-equilibrium geometry, with ωB97M-V with the def2-TZVPD basis set.

## Properties
Multiplicity: 5
E_tot (eV): -41108.645
Expectation value of S²: 6.01
Orbital gap (spin up / spin down) (eV): 5.71 / 4.25
E_HOMO (spin up / spin down) (eV): -12.8712 / -13.6210
Total charge: +2

XYZ file:
```
55
C16H34BNP2Pt (ωB97M-V with the def2-TZVPD basis set)
P -2.949 3.986 -2.800
P -1.573 1.529 -5.324
C -2.623 4.032 -4.586
C -2.877 2.755 -5.400
H -1.589 4.392 -4.732
H -3.280 4.815 -4.997
H -3.817 2.278 -5.135
H -2.936 2.980 -6.464
C -0.282 2.176 -6.417
H 0.602 1.516 -6.428
H 0.044 3.178 -6.105
H -0.693 2.233 -7.427
C -2.165 0.050 -6.160
H -2.073 0.232 -7.239
H -3.214 -0.123 -5.907
H -1.563 -0.821 -5.884
C -2.836 5.722 -2.279
H -2.749 5.799 -1.184
H -3.741 6.270 -2.591
H -1.963 6.203 -2.734
C -4.649 3.477 -2.517
H -4.901 2.601 -3.122
H -5.333 4.301 -2.785
H -4.823 3.239 -1.456
Pt -1.352 0.947 0.501
C -0.483 -0.770 -2.893
C 0.388 0.218 -2.582
C 0.391 1.650 -3.060
C -0.228 2.891 -2.355
C -1.726 3.049 -1.911
C -2.313 1.696 -1.374
C -2.590 0.718 -2.488
C -1.963 -0.702 -2.471
C -1.429 1.899 2.209
H -0.166 -1.809 -3.076
H 1.043 0.116 -1.649
H -0.076 1.583 -4.104
H 1.468 1.931 -3.231
H 0.340 3.206 -1.448
H 0.025 3.704 -3.072
H -1.626 3.748 -1.039
H -3.266 1.922 -0.856
H -2.273 1.199 -3.452
H -3.703 0.654 -2.561
H -2.253 -1.100 -1.470
H -2.521 -1.308 -3.227
H -1.871 1.028 2.721
H -2.119 2.732 1.991
H -0.406 2.156 2.493
B 1.886 -2.269 1.632
C 0.958 -1.118 1.125
N 0.181 -0.288 0.808
H 1.258 -2.968 2.441
H 2.849 -1.760 2.193
H 2.241 -2.955 0.704
```

[6]
Computed, not measured: a 4-piece molecular cluster, C16H34FN5O3PS overall in a non-equilibrium geometry, with ωB97M-V with the def2-TZVPD basis set.

## Properties
Multiplicity: 1
E_tot (eV): -53562.263
Orbital gap (eV): 6.18
E_HOMO (eV): -11.1416
Total charge: +1

XYZ file:
```
61
C16H34FN5O3PS (ωB97M-V with the def2-TZVPD basis set)
C 3.267 -3.293 1.975
C 2.089 -2.340 1.313
C 2.711 -0.795 1.283
C 0.820 -2.325 2.350
C -0.654 -2.253 1.636
C -1.145 -2.420 0.081
N -2.664 -2.278 0.018
F -3.524 -2.385 -1.028
C -3.046 -1.942 1.445
P -4.720 -1.549 2.277
S -4.300 -0.280 3.746
N -1.906 -1.974 2.438
H 3.103 -3.393 3.136
H 4.342 -2.818 1.833
H 3.321 -4.373 1.489
H 1.767 -2.717 0.233
H 1.928 -0.070 0.777
H 3.761 -0.758 0.745
H 2.799 -0.443 2.415
H 0.886 -1.374 3.066
H 0.844 -3.279 3.057
H -0.418 -2.657 -0.814
H -5.703 -0.957 1.403
H -5.175 -2.787 2.913
H -1.858 -1.838 3.472
C 4.117 -1.549 -2.802
O 3.515 -1.733 -1.752
N 5.366 -0.977 -2.918
C 6.012 -0.794 -4.201
C 6.056 -0.547 -1.720
H 3.683 -1.840 -3.773
H 6.958 -1.343 -4.203
H 6.205 0.272 -4.350
H 5.382 -1.162 -5.016
H 6.192 -1.407 -1.059
H 5.443 0.200 -1.206
H 7.030 -0.116 -1.969
C 0.005 1.630 -0.697
O 0.786 2.503 -0.339
N -1.003 1.792 -1.624
C -1.888 0.707 -1.995
C -1.184 3.086 -2.248
H 0.054 0.609 -0.286
H -1.791 0.523 -3.069
H -2.917 0.995 -1.762
H -1.640 -0.208 -1.450
H -0.263 3.361 -2.771
H -1.383 3.831 -1.471
H -2.016 3.061 -2.956
C -3.879 3.301 -0.306
O -4.516 3.935 -1.137
N -4.071 3.351 1.059
C -3.273 2.567 1.978
C -5.105 4.214 1.591
H -3.069 2.614 -0.602
H -3.934 1.906 2.545
H -2.755 3.245 2.662
H -2.534 1.964 1.443
H -6.070 3.913 1.173
H -4.897 5.245 1.290
H -5.139 4.149 2.682
```

[7]
Computed, not measured: C16H34MgP2 as an isolated structure in a non-equilibrium geometry, with ωB97M-V with the def2-TZVPD basis set.

## Properties
Multiplicity: 1
E_tot (eV): -41158.000
Orbital gap (spin up / spin down) (eV): 5.68 / 4.95
E_HOMO (spin up / spin down) (eV): -6.2437 / -5.5300
Total charge: 0

XYZ file:
```
53
C16H34MgP2 (ωB97M-V with the def2-TZVPD basis set)
P 2.407 0.173 0.529
P 0.612 -0.763 -2.204
C 3.233 -0.672 -0.888
C 2.495 -0.505 -2.224
H 3.354 -1.734 -0.615
H 4.233 -0.212 -0.946
H 2.680 0.492 -2.656
H 2.899 -1.249 -2.929
C 0.684 -2.603 -2.276
H -0.343 -3.002 -2.313
H 1.227 -3.019 -1.407
H 1.225 -2.846 -3.204
C 0.259 -0.340 -3.925
H 0.757 -1.085 -4.561
H 0.662 0.663 -4.126
H -0.827 -0.362 -4.074
C 3.431 -0.285 1.941
H 2.995 0.144 2.852
H 4.437 0.120 1.760
H 3.459 -1.381 2.016
C 2.893 1.887 0.185
H 2.505 2.246 -0.778
H 3.990 1.873 0.171
H 2.533 2.537 0.991
Mg -3.805 2.709 1.224
C -1.389 -0.610 -1.318
C -1.482 -1.601 -0.334
C -0.351 -1.854 0.546
C -0.453 -1.470 2.048
C 0.137 -0.149 2.386
C -0.047 0.979 1.653
C -0.238 1.140 0.157
C -1.525 0.797 -0.643
C -3.366 2.544 3.269
H -2.058 -0.721 -2.193
H -2.441 -2.120 -0.158
H 0.526 -1.319 0.121
H -0.116 -2.932 0.490
H -1.516 -1.458 2.366
H 0.070 -2.255 2.625
H 0.391 -0.034 3.457
H -0.157 1.933 2.219
H 0.568 0.552 -0.380
H 0.008 2.195 -0.103
H -2.439 0.859 -0.006
H -1.621 1.552 -1.453
H -4.000 3.246 3.834
H -2.300 2.790 3.350
H -3.555 1.513 3.601
C -5.001 1.101 0.561
H -5.688 1.523 -0.181
H -5.572 0.705 1.411
H -4.379 0.306 0.133
```